Molecular formula: C58H151N9O22
Method: DFT, wB97M-V/def2-TZVPD

```
! wB97M-V def2-TZVPD RIJCOSX def2/J DEFGRID3
* xyz 0 1
C -1.37316 -5.85896 -1.90154
O -1.11286 -5.34197 -0.62818
H -1.33931 -6.96595 -1.92382
H -2.35248 -5.61766 -2.28739
H -0.62278 -5.58956 -2.66319
H -1.98094 -5.17671 -0.20671
C 0.64795 -7.23849 -5.30027
O -0.72717 -7.11694 -5.40370
H 0.93377 -8.17476 -4.76848
H 1.15317 -7.17307 -6.29420
H 0.89512 -6.38021 -4.64877
H -1.18837 -7.95443 -5.39025
C 4.70956 -1.18723 -4.98087
O 4.69514 -2.59061 -4.89886
H 3.95737 -0.78967 -4.28604
H 5.71222 -0.74229 -4.72711
H 4.27414 -0.89341 -5.91107
H 5.16581 -2.78854 -4.08325
C 4.66005 -2.03504 -1.19811
O 5.55545 -2.56218 -2.14461
H 4.88624 -2.26749 -0.15852
H 4.64031 -0.96484 -1.43030
H 3.63146 -2.40960 -1.36381
H 5.83452 -3.47945 -1.91910
C -1.51301 -2.76341 2.59889
O -1.88190 -1.40747 2.33021
C -3.23045 -1.15419 2.57712
C -3.70475 0.05391 1.82552
N -3.83304 -0.17706 0.36619
C -4.30754 1.05747 -0.34545
C -5.80741 1.11754 -0.40250
O -6.28647 1.37537 0.90619
C -7.65953 1.49795 1.06178
H -2.04939 -3.41487 1.91023
H -1.75063 -3.08960 3.60507
H -0.47989 -2.66217 2.38521
H -3.40126 -1.05043 3.65556
H -3.86791 -1.98258 2.24141
H -3.04518 0.87919 2.09758
H -4.69054 0.29656 2.21853
H -2.90703 -0.43944 0.02939
H -3.94614 1.06364 -1.38619
H -4.00329 1.99462 0.13086
H -6.32194 0.20997 -0.73241
H -6.11814 1.92192 -1.07806
H -8.09576 2.25145 0.40703
H -7.83667 1.87191 2.06582
H -8.14954 0.55862 0.99287
C 1.86787 -3.20251 -3.29497
O 1.26272 -3.21316 -2.03038
C -0.02263 -2.60272 -2.04491
C -0.44295 -2.30353 -0.61672
N -0.04324 -0.98900 -0.18983
C 1.39981 -0.83762 -0.02663
C 1.62050 0.32110 0.94332
O 1.14555 -0.09856 2.22702
C 1.10724 0.99472 3.07299
H 1.18653 -3.51569 -4.08080
H 2.74500 -3.83113 -3.36508
H 2.21396 -2.22767 -3.62758
H -0.67003 -3.33322 -2.50684
H 0.02167 -1.67815 -2.60923
H -0.04050 -3.16038 -0.05928
H -1.51784 -2.33669 -0.57358
H -0.53445 -0.78590 0.69021
H 1.84351 -0.64215 -1.00038
H 1.85257 -1.76878 0.40471
H 1.05274 1.21859 0.69952
H 2.70687 0.52360 0.97835
H 2.12804 1.35711 3.14103
H 0.66356 0.68681 4.03043
H 0.41530 1.77049 2.77946
C -3.98708 -5.80207 1.57675
O -3.83646 -5.18606 0.30714
C -4.64431 -4.03032 0.15979
C -4.60920 -3.51054 -1.25692
N -5.59996 -2.43756 -1.37105
C -5.92527 -2.07442 -2.74487
C -6.84951 -3.03912 -3.43341
O -7.27668 -2.59807 -4.73845
C -8.10154 -3.55194 -5.38423
H -4.10492 -5.10857 2.40180
H -3.10687 -6.46073 1.72443
H -4.88414 -6.41087 1.59189
H -4.34909 -3.29217 0.91035
H -5.65591 -4.28328 0.37261
H -4.89014 -4.30459 -1.89453
H -3.55342 -3.22998 -1.41994
H -5.21472 -1.60065 -0.88081
H -5.08302 -1.96269 -3.42920
H -6.39917 -1.08097 -2.76596
H -7.75337 -3.25259 -2.81837
H -6.39477 -4.00643 -3.59894
H -8.31549 -3.15966 -6.38016
H -9.02330 -3.74844 -4.80067
H -7.54949 -4.48242 -5.46176
C 2.35808 -4.79748 0.79632
O 3.48119 -5.54990 0.34256
C 3.50779 -5.66301 -1.09625
C 4.89121 -6.17379 -1.41393
N 5.90246 -5.18660 -0.96674
C 7.24181 -5.75639 -0.83933
C 8.26210 -4.73694 -0.55752
O 7.93601 -4.20790 0.67734
C 8.81313 -3.16851 1.13733
H 2.52863 -3.74984 0.55290
H 2.31458 -4.93969 1.86472
H 1.41749 -5.19628 0.32068
H 3.33929 -4.71858 -1.59081
H 2.71836 -6.34523 -1.42523
H 5.02597 -6.27983 -2.46899
H 5.12805 -7.13790 -0.98710
H 5.60259 -4.81042 -0.08422
H 7.59092 -6.23341 -1.73520
H 7.27004 -6.56576 -0.09796
H 8.26739 -3.98610 -1.33464
H 9.24993 -5.21336 -0.47728
H 8.31858 -2.77692 2.04030
H 8.74570 -2.38117 0.37252
H 9.80535 -3.54526 1.34491
C 3.13752 3.84685 1.58449
O 3.20031 5.20313 1.88624
C 3.95857 5.69089 2.96125
C 3.64070 7.12919 3.32236
N 2.26349 7.49290 3.55681
C 1.51788 8.01432 2.43065
C 0.18418 8.51940 2.93652
O -0.62525 7.35930 3.16246
C -1.86628 7.79886 3.69816
H 2.86867 3.22691 2.49851
H 4.07492 3.42003 1.12992
H 2.31417 3.75338 0.89920
H 5.04934 5.72933 2.74588
H 3.82007 5.06313 3.80329
H 4.10982 7.75466 2.52128
H 4.18534 7.32228 4.23107
H 1.75619 6.76629 4.03191
H 1.39175 7.37207 1.57024
H 2.11140 8.83777 2.08872
H -0.26077 9.08546 2.07774
H 0.20224 9.15114 3.84946
H -2.51743 7.04827 4.15000
H -2.42749 8.22021 2.86017
H -1.65236 8.59062 4.41875
C -1.05096 5.19758 -2.73383
O -0.79529 3.80729 -2.87753
C -0.95268 3.05727 -1.67615
C -1.19680 1.54761 -2.03728
N -2.23288 1.42372 -3.01877
C -2.43658 0.01074 -3.42793
C -3.30574 -0.00913 -4.59793
O -3.27885 -1.36577 -5.03808
C -4.04117 -1.64806 -6.17387
H -2.05762 5.41566 -2.35803
H -0.88028 5.69693 -3.68792
H -0.31855 5.65031 -2.05897
H -1.81589 3.34624 -1.04987
H -0.08946 3.16062 -1.05285
H -1.41006 1.03090 -1.10031
H -0.24958 1.10564 -2.43625
H -1.89353 1.94763 -3.81088
H -2.85653 -0.53972 -2.56045
H -1.53437 -0.47600 -3.70100
H -2.97691 0.68144 -5.39936
H -4.34638 0.22385 -4.42131
H -3.72794 -2.67134 -6.40146
H -3.82371 -0.88943 -6.91917
H -5.10576 -1.60695 -5.88021
C 2.59197 -2.59559 4.23075
O 2.55469 -1.38924 5.03386
C 2.54147 -1.73699 6.38991
C 2.19440 -0.50371 7.25116
N 0.80440 -0.07350 7.01927
C 0.48054 1.18261 7.62057
C -0.91364 1.62153 7.30024
O -1.06136 1.73867 5.88559
C -2.34772 2.02569 5.54718
H 3.57478 -3.07564 4.35367
H 2.43176 -2.31277 3.21069
H 1.79449 -3.22382 4.63660
H 3.49240 -2.26947 6.73919
H 1.75015 -2.47722 6.51237
H 2.90888 0.33502 7.07532
H 2.30539 -0.81670 8.30389
H 0.68348 -0.02179 6.03309
H 1.17000 1.92798 7.25990
H 0.58328 1.20440 8.71261
H -1.08025 2.62727 7.68218
H -1.60371 0.88013 7.71354
H -2.59055 3.07475 5.76796
H -3.10286 1.38222 5.96542
H -2.47711 1.97396 4.46882
C 0.88513 4.18000 4.54764
O 1.50857 5.19702 5.31705
C 1.25900 5.11216 6.70474
C 1.93668 6.18777 7.49710
N 1.91343 7.58219 6.96748
C 0.58644 8.11731 6.71593
C -0.11012 8.67959 7.97701
O -0.43290 7.65699 8.90279
C -1.01081 8.12483 10.13811
H 0.79776 4.51349 3.49021
H -0.15922 3.97830 4.90014
H 1.35678 3.21227 4.57619
H 1.59909 4.11625 7.05213
H 0.21241 5.17015 6.96158
H 2.96414 5.91526 7.68922
H 1.51411 6.28636 8.50698
H 2.47065 7.58014 6.14148
H -0.12009 7.38009 6.28732
H 0.70671 8.91482 5.98756
H -1.04502 9.18303 7.61741
H 0.58550 9.43031 8.32893
H -0.28093 8.63148 10.73215
H -1.37232 7.22971 10.61673
H -1.89651 8.74980 9.97348
C 0.13908 0.36243 -11.70562
O 0.92248 0.40988 -10.53398
C 0.55927 1.42907 -9.57699
C 1.31584 1.17953 -8.29021
N 1.27381 -0.18887 -7.80548
C -0.03404 -0.55566 -7.18753
C 0.12193 -1.90763 -6.53380
O 0.30081 -2.78574 -7.60001
C 0.58571 -4.07359 -7.08866
H 0.19563 1.37477 -12.20111
H -0.94571 0.22912 -11.49873
H 0.52147 -0.43944 -12.34777
H -0.51843 1.34625 -9.45277
H 0.79362 2.42937 -9.95303
H 0.90117 1.80722 -7.49069
H 2.36534 1.44891 -8.37496
H 1.47484 -0.80034 -8.58572
H -0.90783 -0.54305 -7.87917
H -0.19433 0.18893 -6.42493
H -0.75624 -2.22927 -5.96354
H 0.94939 -1.85832 -5.84262
H 1.53219 -4.08445 -6.57797
H 0.64189 -4.70977 -7.94507
H -0.18908 -4.45077 -6.40183
*
```

The value obtained for the lowest unoccupied orbital energy is 0.0194 hartree. The relative energy (zero: lowest compared OMol25 entry of this formula, charge and spin) is 2.833 eV. Its HOMO-LUMO gap is 8.79 eV. The total energy comes out at -4448.0095 Eh. As for the molecular weight: 1326.89 g/mol.